ORCA calculation (the ωB97M-V functional and the def2-TZVPD basis) on 10 unconnected molecules or ions with the total composition C10H40N20O10 at a distorted geometry.

Properties
LUMO level = 0.371 eV
SMILES = NC(N)=O.NC(N)=O.NC(N)=O.NC(N)=O.NC(N)=O.NC(N)=O.NC(N)=O.NC(N)=O.NC(N)=O.NC(N)=O
Energy relative to the best compared isomer or geometry (same formula, charge and spin) = 0.604 eV
Orbital gap = 10.023 eV
Multiplicity = 1

Each atom is followed by the atoms it is bonded to, with distances in Å.
Atoms and positions in Å:
1 N -2.6675 -1.7438 -3.8872  C2 1.339, H5 0.997, H6 1.028
2 C -3.6507 -1.7124 -2.9793  N1 1.339, N3 1.381, O4 1.204
3 N -3.3191 -2.2877 -1.7683  C2 1.381, H7 1.029, H8 1.039
4 O -4.6621 -1.0934 -3.1859  C2 1.204
5 H -1.7644 -2.0720 -3.6198  N1 0.997
6 H -2.7814 -1.4272 -4.8587  N1 1.028
7 H -2.3358 -2.2276 -1.4719  N3 1.029
8 H -3.9737 -2.2177 -0.9651  N3 1.039
9 N 1.2763 2.8446 0.1080  C10 1.338, H13 0.995, H14 0.980
10 C 1.3155 2.3839 1.3638  N9 1.338, N11 1.317, O12 1.251
11 N 2.2642 1.4877 1.5411  C10 1.317, H15 1.025, H16 1.014
12 O 0.5552 2.7714 2.2787  C10 1.251
13 H 0.5425 3.3803 -0.2976  N9 0.995
14 H 1.8637 2.4450 -0.5677  N9 0.980
15 H 2.7783 1.2171 0.6961  N11 1.025
16 H 2.1535 0.7660 2.2447  N11 1.014
17 N 4.1157 -4.4312 2.3510  C18 1.410, H21 0.995, H22 0.990
18 C 2.8411 -3.8339 2.4278  N17 1.410, N19 1.364, O20 1.220
19 N 2.6851 -2.6848 1.7103  C18 1.364, H23 1.044, H24 1.002
20 O 2.0195 -4.3461 3.1703  C18 1.220
21 H 4.9169 -3.9726 1.9805  N17 0.995
22 H 4.2332 -4.9040 3.2132  N17 0.990
23 H 3.2180 -2.6929 0.8126  N19 1.044
24 H 1.7789 -2.3758 1.4158  N19 1.002
25 N -1.6638 7.3080 0.3805  C26 1.366, H29 0.994, H30 1.010
26 C -1.0470 6.0946 0.4967  N25 1.366, N27 1.391, O28 1.233
27 N -0.8164 5.5005 1.7331  C26 1.391, H31 0.990, H32 0.982
28 O -0.7001 5.5006 -0.5261  C26 1.233
29 H -1.6781 7.6517 -0.5518  N25 0.994
30 H -1.9501 7.8090 1.2093  N25 1.010
31 H -0.6325 6.1246 2.4798  N27 0.990
32 H -0.0440 4.8956 1.7830  N27 0.982
33 N 0.4541 0.1757 -1.4072  C34 1.354, H37 0.987, H38 1.015
34 C 0.2732 -0.4684 -0.2302  N33 1.354, N35 1.322, O36 1.226
35 N -0.6004 0.0017 0.6443  C34 1.322, H39 1.031, H40 1.041
36 O 0.9046 -1.5010 -0.0345  C34 1.226
37 H 0.5941 -0.4111 -2.1884  N33 0.987
38 H -0.2503 0.8699 -1.6347  N33 1.015
39 H -0.5313 -0.4229 1.5812  N35 1.031
40 H -0.8050 1.0188 0.5615  N35 1.041
41 N 0.9100 -4.6290 -3.6611  C42 1.415, H45 0.994, H46 1.033
42 C 0.5130 -3.5612 -2.8221  N41 1.415, N43 1.319, O44 1.256
43 N 0.6762 -3.7606 -1.5287  C42 1.319, H47 0.999, H48 1.028
44 O 0.0995 -2.4806 -3.3103  C42 1.256
45 H 0.5330 -4.4959 -4.5706  N41 0.994
46 H 1.0647 -5.5378 -3.1939  N41 1.033
47 H 0.7039 -2.9543 -0.9390  N43 0.999
48 H 1.3148 -4.4947 -1.1956  N43 1.028
49 N -2.8175 1.7227 -3.8857  C50 1.339, H53 0.992, H54 0.985
50 C -2.4736 1.7327 -2.5921  N49 1.339, N51 1.388, O52 1.227
51 N -3.3249 1.0376 -1.7447  C50 1.388, H55 0.980, H56 1.018
52 O -1.4704 2.3371 -2.2264  C50 1.227
53 H -3.3791 1.0322 -4.3235  N49 0.992
54 H -2.3159 2.3816 -4.4189  N49 0.985
55 H -4.0697 0.4322 -1.9409  N51 0.980
56 H -2.8037 0.7730 -0.9112  N51 1.018
57 N 3.0310 -1.9435 -2.8942  C58 1.410, H61 1.006, H62 1.038
58 C 4.0109 -1.3105 -2.1018  N57 1.410, N59 1.399, O60 1.229
59 N 3.7677 -0.6230 -0.9077  C58 1.399, H63 0.978, H64 0.998
60 O 5.1535 -1.3404 -2.5540  C58 1.229
61 H 2.0356 -1.9845 -2.7574  N57 1.006
62 H 3.3492 -2.3658 -3.7880  N57 1.038
63 H 4.5072 -0.2871 -0.3625  N59 0.978
64 H 2.8366 -0.6275 -0.5472  N59 0.998
65 N 0.4993 -2.1359 4.6941  C66 1.362, H69 0.957, H70 1.052
66 C 0.6767 -0.8751 4.2112  N65 1.362, N67 1.410, O68 1.222
67 N 0.1466 0.1303 5.0464  C66 1.410, H71 1.023, H72 1.023
68 O 1.0836 -0.5020 3.1212  C66 1.222
69 H -0.0407 -2.2687 5.4725  N65 0.957
70 H 0.7363 -2.9539 4.0771  N65 1.052
71 H 0.0008 -0.0345 6.0459  N67 1.023
72 H 0.1695 1.0776 4.6620  N67 1.023
73 N -2.1210 1.3177 2.9395  C74 1.400, H77 1.023, H78 0.995
74 C -2.9733 1.6731 1.8877  N73 1.400, N75 1.366, O76 1.205
75 N -2.4184 2.5771 1.0262  C74 1.366, H79 1.007, H80 0.997
76 O -3.9808 1.0616 1.6391  C74 1.205
77 H -1.1916 1.6931 3.1446  N73 1.023
78 H -2.6030 0.7626 3.6103  N73 0.995
79 H -1.7171 3.2334 1.3296  N75 1.007
80 H -3.0290 2.7705 0.2617  N75 0.997

Mulliken analysis output, partial charges in e: -0.18 0.55 -0.44 -0.69 0.22 0.23 0.14 0.30 -0.18 0.55 -0.34 -0.75 0.13 0.21 0.05 0.38 -0.51 0.59 -0.18 -0.70 0.22 0.26 0.25 0.22 -0.43 0.64 -0.36 -0.61 0.25 0.18 0.30 0.06 -0.03 0.61 -0.03 -0.97 0.48 -0.22 0.24 -0.16 -0.52 0.55 -0.19 -0.90 0.28 0.21 0.13 0.26 -0.40 0.66 -0.17 -0.71 0.16 0.24 0.31 -0.02 -0.18 0.35 -0.24 -0.71 0.21 0.23 0.18 0.01 -0.39 0.54 -0.45 -0.44 0.15 0.21 0.19 0.20 -0.16 0.30 -0.22 -0.66 0.11 0.21 0.13 0.26